This record from the OMol25 dataset describes the ion C2H8N5 with charge +1 at a distorted geometry. The level of theory is ωB97M-V/def2-TZVPD.

Last column: Mulliken charge in e.
Positions of all 15 atoms, in Å:
1 N 2.73317 -0.52568 -0.13094  -0.2547
2 N 1.91384 0.46477 0.15155  -0.3032
3 N 0.64037 0.07096 0.18137  0.9084
4 C -0.37299 1.10519 0.22179  -0.5709
5 C -1.73662 0.36862 -0.21177  -0.3875
6 N -1.47427 -1.06360 -0.09777  -0.3734
7 N 0.00478 -1.10066 -0.08586  -0.4815
8 H 2.30620 -1.47304 -0.37990  0.2869
9 H 3.69605 -0.39422 -0.31623  0.2568
10 H -0.16498 1.92672 -0.47292  0.3203
11 H -0.37382 1.84036 1.02287  0.3378
12 H -2.60357 0.69395 0.24954  0.3748
13 H -1.71825 0.68698 -1.30424  0.2812
14 H -1.70400 -1.39139 0.80151  0.2947
15 H 0.44713 -1.86124 0.47714  0.3103

Summary:
HOMO-LUMO gap (spin up / spin down) = 0.3286 / 0.3287 Ha
Net charge = +1
HOMO level (spin up / spin down) = -13.679 / -13.679 eV
SMILES = [NH2+]=NN1CCNN1
Energy above the lowest of the compared OMol25 structures with the same formula, charge and spin = 5.3170 eV

This record from the OMol25 dataset describes the molecule C4H7NO. The level of theory is ωB97M-V/def2-TZVPD.

Last column: Mulliken charge in e.
Positions of all 13 atoms, in Å:
1 C 2.05123 -0.21684 0.21728  -0.9694
2 C 0.65162 0.09034 -0.17274  0.6629
3 N 0.03681 1.20132 -0.10161  -0.5264
4 C -1.38828 0.86469 -0.32316  -0.4007
5 C -1.34578 -0.60403 0.05751  -0.3796
6 O -0.08664 -1.01868 -0.49136  -0.3752
7 H 2.06501 -1.06434 0.91816  0.2830
8 H 2.52126 0.65000 0.68253  0.3087
9 H 2.57051 -0.52262 -0.68960  0.2711
10 H -2.00582 1.43671 0.37160  0.2802
11 H -1.74043 1.06519 -1.34708  0.2765
12 H -2.15146 -1.26381 -0.25987  0.3038
13 H -1.17804 -0.61793 1.13835  0.2653

Summary:
HOMO-LUMO gap = 0.3964 Ha
HOMO level = -9.713 eV
SMILES = CC1=NCCO1
Energy above the lowest of the compared OMol25 structures with the same formula, charge and spin = 1.2294 eV

This record from the OMol25 dataset describes a cluster of 3 separate species, C27H57BrClN7O7S3 in total at a distorted geometry. The level of theory is ωB97M-V/def2-TZVPD.

Last column: Mulliken charge in e.
Positions of all 103 atoms, in Å:
1 C -0.54596 -1.97709 -4.46089  -1.4146
2 C -1.13664 -2.73520 -3.20797  0.4210
3 C -0.40644 -4.15031 -3.16712  -1.2133
4 C -0.85507 -1.99368 -1.86430  0.1314
5 C 0.69837 -1.67700 -1.75846  -1.1108
6 C -1.55941 -0.57769 -1.78493  -0.0646
7 O -1.70101 -0.28406 -0.39508  -0.3075
8 C -1.91426 1.10550 -0.14014  -3.9891
9 C -0.60614 1.96165 -0.37051  1.7405
10 C -0.88195 2.88295 -1.62746  -1.7272
11 C 0.42057 3.39033 -2.36369  0.4613
12 N 0.40169 4.86336 -2.43318  -0.4035
13 N 0.45034 2.80461 -3.76218  -0.8497
14 N 1.67283 2.98971 -1.72279  -0.4949
15 C 0.01333 2.71219 0.88115  0.4106
16 C 0.04290 4.30933 0.72925  -0.1524
17 O -0.97609 4.97987 0.55085  -0.5887
18 O 1.17672 4.90850 0.83893  -0.7359
19 C -0.52242 2.24529 2.29974  -0.9452
20 Br -0.97267 3.72888 3.52923  -0.0088
21 N -1.56568 1.15361 2.25434  -0.2629
22 C -1.94477 0.73941 3.64098  -1.2174
23 C -2.01816 -0.83405 3.82897  0.6140
24 C -0.76581 -1.33469 4.65121  -1.5098
25 Cl -3.47099 -1.36485 4.76444  -0.1983
26 C -2.64750 1.33497 1.25911  2.0788
27 S -3.35859 3.02463 1.11587  -0.2705
28 C -3.82310 0.29254 1.24721  -0.9128
29 C -5.19443 0.64567 1.91817  0.2738
30 N -5.85904 -0.69507 2.13159  -0.6894
31 N -6.13378 1.35525 1.02122  -0.6185
32 N -5.22713 1.31834 3.19851  -0.4178
33 H -0.86270 -2.46875 -5.41175  0.3848
34 H -0.85830 -0.90698 -4.50788  0.3171
35 H 0.56449 -2.00422 -4.43206  0.2658
36 H -2.21949 -2.89387 -3.41236  0.5119
37 H -0.98974 -4.96389 -3.63908  0.2677
38 H -0.19251 -4.34082 -2.08891  0.3870
39 H 0.58068 -4.00770 -3.62516  0.1545
40 H -1.13718 -2.60598 -0.97747  0.5021
41 H 0.86140 -1.18768 -0.76603  0.2692
42 H 0.96501 -0.89602 -2.51353  0.1856
43 H 1.33371 -2.57361 -1.89960  0.2988
44 H -0.87867 0.11412 -2.32773  -0.4316
45 H -2.56377 -0.68630 -2.25793  0.1225
46 H -2.67890 1.44548 -0.88706  1.0116
47 H 0.16280 1.23366 -0.73591  0.0840
48 H -1.62673 3.68436 -1.41628  0.2416
49 H -1.39937 2.21101 -2.36211  0.5368
50 H -0.30117 5.09795 -3.13505  0.3274
51 H 1.33422 5.12706 -2.75270  0.3061
52 H -0.43324 3.05587 -4.21797  0.3264
53 H 0.38449 1.79077 -3.60630  0.1892
54 H 1.77908 1.98483 -1.87645  0.1506
55 H 2.47680 3.41679 -2.18154  0.3332
56 H 1.10177 2.45857 0.87618  0.0679
57 H 0.33280 1.75588 2.82746  1.1614
58 H -1.02243 0.34247 1.90701  0.7494
59 H -2.79913 1.27927 4.07930  0.5241
60 H -1.07197 0.99755 4.29041  0.7045
61 H -1.92603 -1.36169 2.84755  0.1934
62 H -0.71010 -0.77704 5.61697  0.3961
63 H 0.15558 -1.15347 4.05650  0.3538
64 H -0.88788 -2.41599 4.89166  0.4201
65 H -3.72145 3.18536 -0.19041  0.2163
66 H -4.08254 0.13496 0.17047  0.6863
67 H -3.54584 -0.73565 1.58685  -0.0408
68 H -5.51134 -1.12805 2.99090  0.2386
69 H -6.82403 -0.43546 2.35771  0.3403
70 H -6.51293 0.69816 0.33907  0.3198
71 H -6.91872 1.67290 1.59429  0.3231
72 H -4.87696 0.80797 3.99604  0.1685
73 H -5.05958 2.31680 3.20969  0.2548
74 O 1.87118 -5.50798 -2.20091  -0.6519
75 S 2.19141 -5.95987 -3.53126  1.4224
76 O 1.58463 -5.39810 -4.71126  -0.7097
77 C 3.96630 -5.91777 -3.72859  -0.8266
78 C 4.43117 -7.28560 -3.23994  -0.5814
79 C 3.43613 -8.29599 -3.82154  -0.5957
80 C 2.02668 -7.74407 -3.58080  -0.7940
81 H 4.38279 -5.09115 -3.15572  0.4031
82 H 4.17990 -5.78505 -4.78991  0.3728
83 H 5.45322 -7.49650 -3.55501  0.3577
84 H 4.39955 -7.32316 -2.14773  0.2942
85 H 3.61158 -8.40166 -4.89526  0.3001
86 H 3.55336 -9.28265 -3.37258  0.3199
87 H 1.34283 -8.01987 -4.38143  0.3759
88 H 1.62636 -8.07111 -2.62158  0.3862
89 O 2.45960 2.44711 4.37298  -0.6591
90 S 3.58457 2.83222 3.55364  1.3038
91 O 4.18081 1.92436 2.59873  -0.7388
92 C 3.17221 4.34942 2.73619  0.2215
93 C 3.62445 5.43517 3.70482  -0.7758
94 C 4.99350 4.98319 4.23207  -0.6559
95 C 4.86821 3.50429 4.61307  -0.6993
96 H 2.10476 4.37739 2.52162  -0.3163
97 H 3.73948 4.39011 1.80702  0.3731
98 H 3.67883 6.40744 3.21598  0.3793
99 H 2.91755 5.51317 4.53608  0.3206
100 H 5.74387 5.09903 3.44555  0.2931
101 H 5.31789 5.58322 5.08382  0.3535
102 H 5.79602 2.96028 4.44420  0.3329
103 H 4.55129 3.38264 5.64892  0.3464

Summary:
HOMO-LUMO gap = 0.2570 Ha
HOMO level = -6.787 eV
SMILES = CC(C)[C@@H](C)CO[C@@H]1[C@@H](CC(N)(N)N)[C@@H](C(=O)[O-])[C@@H](Br)[N@@H+](C[C@@H](C)Cl)[C@]1(S)CC(N)(N)N.O=S1(=O)CCCC1.O=S1(=O)CCCC1

This record from the OMol25 dataset describes a structure of composition C8H3F18NO18S6Zn3 at a distorted geometry. The level of theory is ωB97M-V/def2-TZVPD.

Last column: Mulliken charge in e.
Positions of all 57 atoms, in Å:
1 Zn -0.41332 2.17438 -2.43979  0.7648
2 Zn -2.01360 -4.13123 3.08149  0.7673
3 Zn 3.88615 -4.29338 -2.24648  0.7732
4 C -6.60336 2.93518 -0.65355  0.6083
5 F -6.25548 1.71325 -0.14770  -0.2198
6 F -6.79723 2.77801 -2.02303  -0.2098
7 F -7.72666 3.25783 0.00459  -0.1962
8 S -5.16134 4.22888 -0.30834  1.1031
9 O -5.42023 4.73607 1.03193  -0.5165
10 O -3.89462 3.50702 -0.52043  -0.4768
11 O -5.32735 5.26308 -1.34168  -0.4908
12 C 1.27767 7.88851 0.96520  0.6235
13 F 0.00400 7.83058 1.49011  -0.2107
14 F 1.75283 9.10081 1.31300  -0.1922
15 F 2.12252 6.97225 1.55291  -0.2068
16 S 1.04447 7.55308 -0.94797  1.0997
17 O -0.22857 8.17116 -1.32052  -0.4810
18 O 2.24030 8.24960 -1.54899  -0.5044
19 O 1.02862 6.08811 -1.23019  -0.4610
20 C 3.71345 0.43497 3.12128  0.6142
21 F 4.48580 -0.51671 3.65268  -0.2029
22 F 2.99603 1.01921 4.09621  -0.2039
23 F 4.45692 1.35546 2.61488  -0.1855
24 S 2.56902 -0.35102 1.79227  1.1569
25 O 1.55290 -1.14216 2.51010  -0.5385
26 O 1.88642 0.76590 1.09253  -0.5183
27 O 3.40766 -1.19121 0.90614  -0.5340
28 C -3.16271 -4.24863 -3.88155  0.6122
29 F -2.47508 -5.21522 -4.46766  -0.1965
30 F -3.50221 -3.36261 -4.93334  -0.2258
31 F -4.27101 -4.69599 -3.29395  -0.1900
32 S -2.06103 -3.39442 -2.55041  1.1697
33 O -2.07967 -1.94080 -2.85507  -0.5279
34 O -2.58047 -3.71581 -1.24600  -0.5416
35 O -0.67322 -3.88411 -2.72052  -0.5436
36 C 6.06534 1.35977 -4.79118  0.6547
37 F 5.93892 2.63152 -5.21141  -0.1977
38 F 7.05079 0.75109 -5.40768  -0.1779
39 F 6.23056 1.35251 -3.44301  -0.1953
40 S 4.43693 0.46420 -5.25587  1.0911
41 O 4.56904 -0.89347 -4.57862  -0.4809
42 O 3.28428 1.15660 -4.69266  -0.4896
43 O 4.45737 0.31637 -6.73577  -0.4967
44 C 2.17272 -9.60479 1.86434  0.6214
45 F 3.27689 -10.18587 1.51852  -0.1877
46 F 1.29758 -9.76930 0.86414  -0.2164
47 F 1.63931 -10.26029 2.96772  -0.2166
48 S 2.49334 -7.70883 2.17532  1.1209
49 O 3.02410 -7.14394 0.94649  -0.5262
50 O 1.22507 -7.08920 2.57285  -0.5128
51 O 3.44486 -7.71539 3.26120  -0.5151
52 C -4.83853 1.83267 6.13415  -0.7136
53 C -4.44372 0.60051 5.44867  0.3125
54 N -4.16037 -0.34620 4.77739  -0.3993
55 H -4.07100 2.59404 6.27318  0.2870
56 H -5.13240 1.54962 7.14491  0.2683
57 H -5.73865 2.16835 5.61917  0.2516

Summary:
HOMO-LUMO gap = 0.0602 Ha
HOMO level = -9.604 eV
Energy above the lowest of the compared OMol25 structures with the same formula, charge and spin = 25.0926 eV